No. 1
Computed, not measured: C17H28ClO3PSn as an isolated structure, with ωB97M-V/def2-TZVPD.

Element x y z (Å)
C 0.766679 -0.919571 -5.571552
C -0.663681 -0.813182 -6.104498
C 1.647544 0.134198 -6.245149
C 1.318852 -2.330945 -5.782193
Cl 0.787874 -0.621053 -3.755530
H 1.714206 -0.074271 -7.321193
H 2.663303 0.131866 -5.835786
H 1.224085 1.138805 -6.126985
H -0.666751 -1.030608 -7.182427
H -1.071756 0.195631 -5.972424
H -1.333159 -1.531490 -5.618569
H 1.385020 -2.560651 -6.852221
H 0.663935 -3.075132 -5.314835
H 2.321181 -2.427376 -5.350859
C -1.289845 1.998283 -0.195718
C -0.273311 2.669729 -0.941957
C -0.206780 2.069227 -2.229204
H 0.285561 3.552923 -0.632409
C -1.235733 1.076477 -2.304102
C -1.885519 1.009808 -1.041349
H -2.759688 0.406065 -0.806912
H -1.643480 2.265158 0.796673
H 0.418232 2.386354 -3.058212
H -1.551746 0.569956 -3.211088
C 1.134612 -1.779917 0.351900
C 1.590350 -0.772223 1.261887
C 2.591199 0.005071 0.606323
H 1.342336 -0.716200 2.324256
C 2.720752 -0.481119 -0.728314
C 1.841650 -1.603938 -0.880055
H 1.827786 -2.287412 -1.728088
H 0.467606 -2.607791 0.587252
H 3.231125 0.756443 1.073467
H 3.447941 -0.154424 -1.472966
Sn 0.390333 0.308614 -0.596322
C -0.118045 1.905505 3.681926
O -0.477504 0.964368 2.647361
P -1.965851 0.194546 2.721038
O -1.976902 -0.347539 4.250678
C -0.869391 -0.991314 4.913167
O -1.532315 -1.129222 1.801841
C -2.373699 -2.298308 1.735885
H 0.332613 2.774322 3.188128
H 0.613462 1.454478 4.365622
H -0.992489 2.239178 4.262833
H -0.058016 -1.297582 4.234120
H -0.469537 -0.319247 5.685283
H -1.294101 -1.874619 5.401394
H -2.466609 -2.594265 0.681615
H -1.904975 -3.114891 2.300150
H -3.382028 -2.126681 2.142689

Atomic forces in eV per Å
C 0.080 -0.347 -1.740
C -0.162 0.022 0.370
C 0.118 0.148 0.331
C 0.032 -0.042 0.338
Cl 0.215 -0.130 -0.126
H -0.092 -0.053 0.284
H -0.158 -0.035 -0.087
H 0.074 -0.189 -0.006
H 0.127 0.048 0.320
H 0.100 -0.139 -0.016
H 0.133 0.085 -0.074
H -0.072 0.178 0.186
H 0.120 0.118 -0.098
H -0.149 0.024 -0.117
C 0.111 -0.084 1.162
C 0.960 0.106 0.162
C -0.199 -0.175 -0.554
H -0.065 -0.414 0.073
C 0.054 0.116 -0.482
C -0.275 -0.672 -0.118
H 0.303 0.111 0.054
H 0.225 -0.133 -0.228
H -0.035 -0.144 0.254
H 0.279 -0.124 0.410
C -0.811 0.117 0.492
C 0.395 0.060 0.702
C -0.061 0.123 0.178
H -0.170 0.150 -0.647
C 0.328 0.525 -0.345
C -0.225 0.109 -0.996
H -0.192 0.377 0.179
H 0.081 0.386 -0.088
H -0.459 -0.092 -0.247
H -0.357 -0.020 0.227
Sn -0.251 -0.047 0.276
C -0.076 0.275 0.113
O -0.303 -0.786 -0.351
P -0.087 -0.217 1.115
O 0.252 0.239 -0.925
C -0.096 -0.256 0.395
O 0.673 0.647 0.128
C -0.270 -0.188 0.003
H -0.105 -0.189 0.176
H -0.228 0.075 -0.225
H 0.257 -0.156 -0.226
H -0.379 0.155 0.049
H -0.160 -0.169 -0.296
H 0.278 0.151 -0.091
H 0.019 0.106 0.310
H -0.114 0.260 -0.101
H 0.340 0.091 -0.104

The energy above the lowest of the compared OMol25 structures with the same formula, charge and spin is 120.7 kJ/mol. The calculation puts the total energy at -1905.4060 Ha. The calculation puts the largest force on an atom at 1.78 eV Å⁻¹. The HOMO-LUMO gap (spin up / spin down) is 4.32 / 4.32 eV. As for the net charge: +2.

Computed natural (NBO) charges, given in elementary charges: C 0.0875; C -0.6453; C -0.6419; C -0.6419; Cl -0.1877; H 0.2491; H 0.2254; H 0.2173; H 0.2530; H 0.2145; H 0.2234; H 0.2472; H 0.2227; H 0.2225; C -0.2833; C -0.2568; C -0.3191; H 0.2946; C -0.2696; C -0.2969; H 0.2983; H 0.3034; H 0.2963; H 0.2994; C -0.2828; C -0.2923; C -0.2780; H 0.3004; C -0.3130; C -0.2418; H 0.3054; H 0.2983; H 0.2925; H 0.2987; Sn 1.7458; C -0.2661; O -0.8838; P 1.6270; O -0.8169; C -0.2655; O -0.8833; C -0.2665; H 0.1963; H 0.1993; H 0.2124; H 0.1663; H 0.2063; H 0.2205; H 0.1903; H 0.2040; H 0.2141

No. 2
Computed, not measured: a 4-piece molecular cluster, C17H28F9N3O5PS overall, with ωB97M-V/def2-TZVPD.

Element x y z (Å)
C -3.545893 0.651874 3.656940
C -4.430695 1.293872 2.632152
O -4.595311 2.471941 2.551860
O -5.056913 0.413068 1.807848
C -5.013714 0.727310 0.404434
C -4.398930 -0.425815 -0.399486
C -3.076716 -0.016412 -1.063214
C -2.073471 0.443030 0.023489
C -0.656765 0.053551 -0.270963
C -0.242824 -1.210321 0.146369
C 1.052876 -1.591236 -0.128768
S 1.603695 -3.124919 0.450359
C 1.863212 -0.657702 -0.843782
P 3.637380 -0.964328 -1.240838
N 4.517998 -0.773897 0.024159
N 1.445201 0.508473 -1.235019
N 0.182811 0.849533 -0.943269
C -0.192361 2.211305 -1.407795
F 0.763856 2.632555 -2.227079
F -1.312261 2.123189 -2.111157
C -0.334043 3.255881 -0.232779
F -1.588891 3.728150 -0.277486
F -0.160608 2.665342 0.961031
C 0.606859 4.493817 -0.321714
F 0.245608 5.257086 0.722685
F 0.355878 5.181833 -1.433005
C 2.144532 4.182377 -0.176354
F 2.785990 4.569049 -1.267397
F 2.647540 4.818317 0.862583
F 2.332938 2.868083 -0.004849
H -3.145516 1.422698 4.303699
H -4.131255 -0.067683 4.229583
H -2.737036 0.094256 3.185666
H -6.042714 0.861575 0.080064
H -4.489696 1.668675 0.250062
H -4.185979 -1.241986 0.290746
H -5.098465 -0.741319 -1.167660
H -2.668792 -0.846032 -1.637150
H -3.302827 0.809498 -1.734809
H -2.173858 1.498185 0.256579
H -2.346336 -0.097554 0.928519
H -0.929086 -1.859895 0.670108
H 2.366436 -3.576132 -0.550581
H 3.878901 -0.092616 -2.310288
H 3.656595 -2.272525 -1.752967
H 5.026729 -1.608711 0.284834
C -0.261864 -3.848343 -2.901234
O -1.060655 -2.785522 -2.373770
H -0.219189 -4.622003 -2.139466
H -0.697948 -4.264742 -3.809433
H 0.751397 -3.493786 -3.115046
H -1.124024 -2.095123 -3.040624
C 7.624870 0.292720 -0.690216
O 7.336332 -0.692863 -1.684207
H 6.810062 0.272215 0.026797
H 8.563234 0.070049 -0.177128
H 7.685754 1.290977 -1.130998
H 8.054091 -0.674299 -2.323104
C -0.846542 -3.599219 3.267736
O -1.525598 -2.494681 2.655023
H 0.015816 -3.837027 2.653814
H -0.507096 -3.339259 4.271104
H -1.495152 -4.474423 3.320125
H -2.287570 -2.290108 3.205266

Atomic forces in eV per Å
C -0.317 -0.289 0.129
C -0.177 0.006 0.205
O 0.171 0.576 -0.346
O 0.923 -0.495 -0.131
C -0.854 -0.140 -0.178
C 0.612 0.326 0.196
C -0.442 0.245 0.190
C -0.065 -0.139 -0.064
C -0.934 0.097 0.385
C 0.851 0.260 -0.290
C -0.123 0.177 -0.377
S -0.287 -0.539 0.564
C 0.254 -0.299 -0.579
P 1.013 -0.192 1.087
N -0.376 0.014 -0.140
N -0.520 0.046 -0.059
N 0.518 -0.418 0.139
C 0.551 0.271 -0.147
F 0.055 -0.025 -0.039
F -0.216 -0.110 0.113
C -0.432 0.121 -0.190
F -0.028 0.032 -0.001
F 0.164 -0.141 0.003
C 0.037 0.202 0.657
F -0.021 -0.008 0.057
F 0.015 -0.183 -0.262
C -0.030 0.292 -0.225
F 0.047 -0.106 -0.117
F 0.017 -0.012 0.123
F 0.028 -0.144 0.033
H 0.040 -0.015 0.103
H 0.002 0.005 0.107
H 0.060 0.048 -0.112
H -0.048 0.200 0.036
H -0.022 0.113 0.081
H -0.297 -0.223 -0.074
H -0.023 -0.240 0.012
H 0.006 -0.075 -0.043
H 0.273 -0.013 -0.205
H -0.047 0.064 -0.098
H 0.190 -0.004 0.160
H -0.091 0.028 0.063
H 0.165 0.432 -0.208
H -0.354 0.004 -0.127
H -0.313 0.106 -0.524
H 0.140 0.101 0.141
C -0.039 0.226 0.023
O 0.088 0.082 0.090
H -0.015 -0.009 0.006
H 0.015 -0.025 -0.002
H 0.029 -0.117 -0.042
H -0.051 -0.107 -0.124
C 0.071 -0.060 -0.094
O -0.065 0.086 0.029
H -0.028 0.005 -0.015
H -0.005 0.025 0.022
H 0.000 0.017 0.038
H -0.014 -0.072 -0.032
C -0.169 0.071 0.093
O 0.046 -0.052 0.050
H 0.005 -0.003 -0.017
H 0.038 -0.015 -0.005
H 0.028 -0.027 -0.013
H -0.046 0.019 -0.053

The calculation puts the total energy at -2843.0257 Ha. The calculation puts the largest force on an atom at 1.50 eV Å⁻¹. The HOMO-LUMO gap is 7.20 eV. As for the net charge: +1.

Computed natural (NBO) charges, given in elementary charges: C -0.7220; C 0.7972; O -0.5533; O -0.5373; C -0.0816; C -0.4229; C -0.3865; C -0.4836; C 0.3488; C -0.2039; C -0.0892; S 0.1585; C -0.1234; P 1.3379; N -1.2737; N -0.1420; N -0.1760; C 0.7791; F -0.2729; F -0.2765; C 0.5780; F -0.2829; F -0.2980; C 0.5618; F -0.2824; F -0.2787; C 0.9238; F -0.2867; F -0.2781; F -0.3183; H 0.2489; H 0.2455; H 0.2142; H 0.2075; H 0.1910; H 0.2191; H 0.2303; H 0.2211; H 0.2211; H 0.2499; H 0.2504; H 0.2991; H 0.1542; H -0.0254; H -0.0604; H 0.3970; C -0.2499; O -0.7433; H 0.1923; H 0.1878; H 0.1536; H 0.4660; C -0.2576; O -0.7392; H 0.2016; H 0.1668; H 0.1624; H 0.4677; C -0.2498; O -0.7571; H 0.1787; H 0.1807; H 0.1812; H 0.4794

No. 3
Computed, not measured: C17H28IrN6O6Se as an isolated structure, with ωB97M-V/def2-TZVPD.

Element x y z (Å)
O 0.913420 1.953662 -5.920735
H 1.140902 2.737251 -6.442290
Ir 0.184325 0.470980 -0.939220
N 1.027939 -1.235061 -0.365377
N -0.099407 -0.637279 -2.517664
N 0.751689 1.576702 0.630425
N -0.199442 2.296994 -1.534845
O 1.663658 -1.391162 0.767164
O 1.194603 1.069973 1.846758
O -0.643371 2.702490 -2.777710
O -0.655855 -0.199320 -3.577484
C 0.192642 -1.968617 -2.388076
C 0.819484 -2.311409 -1.171343
C 0.243193 2.819539 0.664938
C -0.338097 3.210014 -0.561571
C 1.149118 -3.651813 -0.638998
H 0.692928 -3.869859 0.343323
H 2.236761 -3.778699 -0.532047
H 0.787367 -4.394221 -1.358809
C -0.332077 -2.887819 -3.426572
H 0.065019 -2.621734 -4.418243
H -1.433849 -2.835941 -3.477256
H -0.036875 -3.914752 -3.170910
C 0.212811 3.638937 1.899079
C -1.085074 4.473405 -0.763497
H 1.006681 3.346845 2.584160
H -0.752691 3.597827 2.419976
H 0.353646 4.683549 1.603371
H -1.777682 4.403903 -1.598207
H -0.374868 5.287385 -0.937307
H -1.634736 4.734489 0.150785
H 1.503825 0.137232 1.598400
H -0.616331 1.875551 -3.337056
C 1.930734 1.764124 -4.933125
H 1.770637 0.736245 -4.589957
H 1.716762 2.409459 -4.068023
H 2.976390 1.915013 -5.285976
O 3.000924 0.917558 -1.145326
H 2.472117 1.384704 -0.460439
H 2.792918 -0.001914 -0.879961
C -1.810042 1.029406 2.862316
N -1.522106 -0.319482 2.419488
C -1.702572 -0.809953 1.165436
Se -2.217177 0.175761 -0.311966
N -1.342148 -2.121007 1.204343
C -1.065019 -2.504303 2.513269
C -0.687432 -3.718387 3.064314
C -0.461721 -3.758589 4.449648
C -0.590560 -2.599206 5.230453
C -0.945967 -1.367723 4.653754
C -1.184227 -1.359585 3.288804
H -0.915004 1.436816 3.356132
H -2.637112 0.977038 3.585532
H -2.091744 1.626364 1.979516
H -1.371698 -2.766432 0.402783
H -0.602323 -4.577972 2.401146
H -0.192637 -4.688447 4.945132
H -0.416618 -2.667527 6.301338
H -1.064029 -0.431001 5.198207

Atomic forces in eV per Å
O 0.567 0.404 -0.223
H -0.179 -0.263 0.168
Ir 2.909 0.356 -0.094
N 0.406 -0.698 1.497
N -0.833 0.621 -1.388
N -0.047 -1.439 1.417
N -1.135 -0.743 -2.722
O -0.989 0.155 -1.571
O 0.194 -0.245 -1.067
O 0.435 -0.855 0.309
O 0.670 -0.763 0.962
C -0.364 -0.380 0.393
C -0.433 0.630 -0.008
C -1.327 1.452 -1.088
C 0.542 0.871 2.659
C 0.214 -0.869 -0.563
H 0.241 0.377 -0.374
H -0.325 0.045 0.054
H 0.209 -0.031 0.291
C 0.263 -0.610 -0.137
H -0.175 -0.117 0.317
H 0.445 0.099 0.022
H -0.155 0.299 -0.334
C 0.065 0.741 -0.054
C 0.041 0.387 0.432
H -0.082 0.039 -0.023
H 0.188 -0.133 -0.116
H 0.076 -0.087 0.261
H 0.104 0.025 0.020
H -0.114 0.063 -0.191
H 0.092 -0.109 -0.262
H -0.302 0.591 0.217
H -0.085 0.599 0.422
C -0.416 -0.143 0.258
H 0.447 0.092 -0.064
H 0.386 0.040 -0.147
H -0.791 -0.148 0.117
O -0.830 -0.424 0.833
H 0.869 0.140 -0.581
H 0.765 0.450 -0.393
C -0.110 0.139 0.175
N -0.529 -0.494 -0.420
C 0.772 -0.394 1.076
Se -1.182 -0.208 0.117
N -0.654 -0.351 -0.454
C 0.310 -0.028 0.110
C 0.002 -0.185 0.238
C -0.159 0.239 -0.584
C -0.193 0.564 -0.303
C 0.009 -0.240 0.184
C 0.244 0.042 -0.188
H -0.337 -0.099 -0.250
H 0.180 0.221 -0.271
H 0.120 -0.216 0.514
H -0.162 0.821 0.643
H 0.056 -0.040 0.431
H -0.036 0.152 -0.241
H -0.030 0.089 -0.219
H 0.153 -0.432 0.196

The spin multiplicity is 5. Its expectation value of S² is 6.084. The calculation puts the total energy at -3949.8616 Ha. The calculation puts the largest force on an atom at 3.04 eV Å⁻¹. The HOMO-LUMO gap (spin up / spin down) is 5.71 / 5.65 eV. As for the net charge: +1.

Computed natural (NBO) charges, given in elementary charges: O -0.7290; H 0.4708; Ir 0.8623; N -0.0989; N -0.0461; N -0.2024; N -0.1508; O -0.4476; O -0.5346; O -0.4949; O -0.3437; C 0.1816; C 0.1252; C 0.1414; C 0.2112; C -0.6673; H 0.2334; H 0.2664; H 0.2345; C -0.6718; H 0.2674; H 0.2577; H 0.2292; C -0.6743; C -0.6777; H 0.2586; H 0.2359; H 0.2454; H 0.2637; H 0.2549; H 0.2405; H 0.5127; H 0.5201; C -0.2545; H 0.1725; H 0.1579; H 0.1835; O -0.8934; H 0.4636; H 0.4632; C -0.4290; N -0.3477; C 0.2651; Se -0.0304; N -0.5546; C 0.1770; C -0.2366; C -0.1865; C -0.1902; C -0.2079; C 0.0877; H 0.2310; H 0.2273; H 0.2461; H 0.4445; H 0.2276; H 0.2385; H 0.2374; H 0.2345

Among the records above, which one has the highest net charge? C17H28ClO3PSn

What is the largest force on an atom in the third record? 3.04 eV Å⁻¹